Record 1
{"formula": "C28H28IN4O7PSSiTi", "method": "ωB97M-V/def2-TZVPD", "relative_energy_ev": 0.0000, "total_charge": -2, "s2": 2.0166, "gap_ev": [6.152, 6.697], "multiplicity": 3, "largest_force_ev_per_a": 0.65, "species": ["I", "Ti", "S", "P", "Si", "O", "O", "O", "O", "O", "O", "O", "N", "N", "N", "N", "C", "C", "C", "C", "C", "C", "C", "C", "C", "C", "C", "C", "C", "C", "C", "C", "C", "C", "C", "C", "C", "C", "C", "C", "C", "C", "C", "C", "H", "H", "H", "H", "H", "H", "H", "H", "H", "H", "H", "H", "H", "H", "H", "H", "H", "H", "H", "H", "H", "H", "H", "H", "H", "H", "H", "H"], "coordinates": [[3.85484, -0.94874, 0.10187], [1.07261, -0.21878, 0.64464], [3.11339, -0.05284, 4.66457], [1.01775, -3.17033, 0.42905], [0.94956, 0.53022, -1.89363], [-1.80295, -1.90272, 3.30913], [1.70935, 1.64889, 0.99928], [-0.72208, 0.64559, 0.61710], [1.63549, 3.77435, 1.65939], [-1.63597, 4.11850, 5.59318], [-0.05426, -1.35834, 1.99695], [-2.76825, 2.36596, 6.11170], [4.08025, 1.57912, 2.79448], [2.60288, 2.52113, 4.26557], [-1.19664, -1.02554, 2.64008], [-2.02238, 2.98118, 5.36260], [-1.64739, -3.52333, -2.69573], [-1.52721, 2.30842, 4.18051], [-1.36248, 0.35193, 2.85085], [-0.80771, 2.83567, -1.48063], [-0.52391, -3.32987, -0.56120], [-0.48171, -3.44267, -1.94945], [-1.60939, -1.37440, -5.40393], [-0.21253, 2.35312, 2.17291], [-1.50697, -0.12358, -3.34999], [-0.23554, -1.56156, -5.33767], [0.42088, 2.36845, -1.95823], [-2.88142, -3.47774, -2.06485], [0.49086, -1.01731, -4.28715], [-0.23792, 5.11319, -2.01269], [-0.81070, 1.13115, 1.80961], [-0.12002, -0.27327, -3.27212], [-1.81826, 0.95023, 4.00268], [-1.13758, 4.18345, -1.51152], [1.30830, 3.32620, -2.45613], [0.58407, -4.26465, 1.83316], [-0.64051, 2.97649, 3.33253], [-1.77148, -3.27111, 0.06253], [3.27000, 1.41003, 3.86194], [-2.24258, -0.65738, -4.39880], [1.10595, 2.67464, 1.52351], [0.99146, 4.67803, -2.48288], [-2.93751, -3.34546, -0.68418], [2.12894, -4.26604, -0.54258], [2.27738, 3.00353, -2.81959], [-2.02572, 0.43077, -2.57655], [-2.09448, 4.51063, -1.12051], [4.35500, 0.71619, 2.34002], [-2.31289, 0.37646, 4.77200], [-3.89552, -3.28717, -0.18081], [-0.03326, -3.70820, 2.53644], [0.27323, -2.12465, -6.11307], [-1.51002, 2.13638, -1.04480], [3.80147, 2.29470, 2.13266], [0.47082, -3.45249, -2.46490], [2.56398, -3.70482, -1.36884], [1.71210, 5.39437, -2.86143], [-0.48633, 6.16823, -2.01904], [-2.18167, -1.78961, -6.22648], [-1.83664, -3.14520, 1.13749], [-0.24853, 3.94511, 3.61038], [1.61916, -5.15528, -0.91690], [1.50543, -4.55899, 2.33819], [2.25417, 0.61771, -2.62851], [1.87242, 2.35138, 4.93564], [2.42075, 3.24632, 3.58054], [2.95387, -4.55777, 0.10907], [-3.31729, -0.51493, -4.43031], [1.56698, -1.15215, -4.26018], [0.05524, -5.15480, 1.48677], [-3.79235, -3.52062, -2.64959], [-1.58849, -3.58535, -3.77413]]}


Record 2
{"formula": "C24H22N11O4Pd", "method": "ωB97M-V/def2-TZVPD", "relative_energy_ev": 0.6638, "total_charge": 3, "s2": 6.0343, "gap_ev": [7.441, 3.938], "multiplicity": 5, "largest_force_ev_per_a": 0.35, "species": ["Pd", "O", "O", "O", "O", "N", "N", "N", "N", "N", "N", "N", "N", "N", "N", "N", "C", "C", "C", "C", "C", "C", "C", "C", "C", "C", "C", "C", "C", "C", "C", "C", "C", "C", "C", "C", "C", "C", "C", "C", "H", "H", "H", "H", "H", "H", "H", "H", "H", "H", "H", "H", "H", "H", "H", "H", "H", "H", "H", "H", "H", "H"], "coordinates": [[0.23713, -0.16996, -0.29543], [-0.61869, -5.88440, 1.74707], [-2.68743, -6.44552, 2.09839], [-3.93237, 0.19325, 0.85504], [-1.93657, 0.29789, -0.16819], [-0.77680, -3.93437, -2.25480], [0.98344, 1.11241, 1.22879], [-1.81306, -5.65224, 1.86092], [0.73103, 1.37928, -1.75829], [0.36534, -4.07619, -1.62165], [-0.05511, -2.05753, -1.37585], [2.54503, -0.37649, -0.51434], [0.83826, -3.00147, -1.07854], [2.63384, 1.81187, 2.50456], [2.26410, 2.32283, -3.05456], [1.05796, -5.25277, -1.63854], [1.29587, 3.38844, 3.98705], [2.01272, 1.34893, -2.18961], [2.98060, 0.29674, -1.74671], [-1.53878, 3.97961, -3.00179], [-3.63113, -2.63438, 0.66788], [-1.02188, -2.64401, -2.08600], [-0.58408, 4.59942, -3.84715], [-1.32096, -3.25907, 2.13927], [-1.04777, 3.40750, 3.33412], [0.13891, 2.41229, -2.36936], [0.00690, 3.84420, 4.15530], [-2.82095, -0.26786, 0.48962], [3.18468, 0.09495, 0.73666], [0.76240, 4.14025, -3.97064], [-1.20673, 2.89045, -2.25593], [0.45490, 2.02684, 2.14475], [-1.60485, -1.94410, 1.85922], [-2.19327, -4.23585, 1.65988], [2.27105, 1.02032, 1.48419], [1.49232, 2.46963, 2.96188], [-2.71358, -1.65484, 1.04778], [-0.84435, 2.49881, 2.31742], [-3.35851, -3.95979, 0.97908], [1.08408, 3.05673, -3.22338], [4.13984, 0.58279, 0.53080], [1.45691, 4.64663, -4.62905], [2.69461, -1.37385, -0.61572], [-2.04122, 3.79677, 3.51103], [0.43223, -5.99600, -1.92597], [3.04510, -0.43865, -2.55422], [-1.90435, 2.38419, -1.60074], [-2.53857, 4.38944, -2.96139], [-0.98394, -1.14757, 2.24819], [-1.88664, -2.14351, -2.48927], [2.10312, 3.72526, 4.62366], [-1.65755, 2.16614, 1.68527], [1.49860, -5.41358, -0.74070], [-0.20220, 4.55596, 4.94229], [3.55919, 1.89150, 2.89686], [-4.51979, -2.36962, 0.11038], [3.14635, 2.49372, -3.52047], [3.97762, 0.73346, -1.64563], [-0.88209, 5.46313, -4.43043], [-0.45239, -3.55023, 2.71358], [3.40523, -0.77620, 1.35518], [-4.02371, -4.76160, 0.68824]]}


Record 3
{"formula": "C4H13N2S", "method": "ωB97M-V/def2-TZVPD", "relative_energy_ev": 1.4082, "total_charge": 1, "smiles": "CNC[C@H]([NH3+])CS", "gap_ev": 8.944, "largest_force_ev_per_a": 2.13, "species": ["S", "N", "N", "C", "C", "C", "C", "H", "H", "H", "H", "H", "H", "H", "H", "H", "H", "H", "H", "H"], "coordinates": [[-2.86147, 0.16020, -1.03801], [1.45273, -0.90815, -0.40630], [-1.02409, 1.52070, 1.07234], [2.51866, -0.36336, -1.23679], [-0.44848, 0.43245, 0.20136], [-1.57710, -0.59200, -0.01611], [0.80398, -0.29413, 0.71088], [-1.11445, 2.43606, 0.62796], [1.50426, 0.41888, 1.18591], [-3.77623, -0.78468, -0.78941], [-1.94572, -0.97119, 0.94527], [-1.96412, 1.28551, 1.38913], [0.48807, -0.98005, 1.49602], [3.48513, -0.48838, -0.75701], [2.43860, 0.71651, -1.38682], [1.49095, -1.89730, -0.32930], [2.41719, -0.80352, -2.22284], [-1.18796, -1.48236, -0.50139], [-0.38911, 1.73109, 1.84649], [-0.31086, 0.86373, -0.79138]]}


Record 4
{"formula": "C41H30BBrClHgN12O12", "method": "ωB97M-V/def2-TZVPD", "total_charge": -2, "s2": 0.7761, "gap_ev": [5.094, 6.286], "multiplicity": 2, "largest_force_ev_per_a": 2.16, "species": ["Hg", "Br", "Cl", "O", "O", "O", "O", "O", "O", "O", "O", "O", "O", "O", "O", "N", "N", "N", "N", "N", "N", "N", "N", "N", "N", "N", "N", "C", "C", "C", "C", "C", "C", "C", "C", "C", "C", "C", "C", "C", "C", "C", "C", "C", "C", "C", "C", "C", "C", "C", "C", "C", "C", "C", "C", "C", "C", "C", "C", "C", "C", "C", "C", "C", "C", "C", "C", "C", "B", "H", "H", "H", "H", "H", "H", "H", "H", "H", "H", "H", "H", "H", "H", "H", "H", "H", "H", "H", "H", "H", "H", "H", "H", "H", "H", "H", "H", "H", "H"], "coordinates": [[0.25285, 1.37003, 0.93797], [-0.78035, -4.64997, -4.87473], [-4.69305, 4.42823, -1.80313], [0.91985, 4.50423, -1.51863], [2.12745, -6.66487, 0.16087], [2.93075, -1.72167, 0.69677], [-0.89905, 4.59153, -3.98033], [1.45465, -0.01807, -1.78003], [-1.06315, -0.14337, -2.13343], [1.10985, 2.56063, -0.45863], [1.09215, -0.58437, 1.19107], [0.15765, -7.35917, -0.38823], [-2.27665, 6.09823, -3.12303], [-3.36205, -4.03297, -1.39443], [-3.08825, -0.55567, -1.05283], [-0.68345, 3.52313, 2.54717], [1.73765, 1.99373, 2.36767], [-1.05865, 0.57343, 2.58267], [-0.52195, 0.65193, 3.80607], [4.12775, -2.35357, -3.87993], [-3.01885, 2.79393, -0.42793], [0.94945, -6.45327, -0.12723], [1.53115, 2.11433, 3.67837], [-0.75655, 3.08333, 3.80267], [-2.55665, -3.15037, -0.92933], [-1.70945, 2.55553, -0.25383], [3.97365, -1.72567, -1.73463], [-1.04395, 3.29173, -1.12213], [-2.47325, -0.10447, -2.18783], [-2.41715, 4.51013, 3.55927], [1.33545, -4.08097, 0.27587], [-4.78495, 1.22883, 2.38857], [0.84035, -2.78057, 0.33917], [-1.61965, 4.90853, -3.08153], [-0.04405, -3.19947, -3.90183], [-1.30965, -3.53757, -0.52063], [-0.84785, -0.43547, 4.51207], [-1.79615, 3.64733, 4.43707], [-3.78785, 1.82373, 1.64157], [0.46785, 3.47253, -1.05023], [-6.02025, 0.96203, 1.81997], [7.65405, -1.95017, -1.81663], [-0.36575, -1.17777, -2.67313], [5.30505, -1.86817, -2.00173], [1.69555, -1.60897, 0.77537], [-1.63235, -1.25207, 3.72387], [6.63115, -2.47447, -3.94923], [-4.02365, 2.14333, 0.31007], [2.68615, 2.40573, 4.29177], [-6.24315, 1.25963, 0.48577], [-3.17995, 3.72053, -1.41003], [-5.24825, 1.83893, -0.27823], [-0.81645, -4.85267, -0.55623], [1.03345, -1.09547, -2.47143], [-1.66825, 4.39123, 2.38467], [-0.46085, -2.52217, -0.03573], [3.02525, 2.19793, 2.13907], [0.48005, -5.10977, -0.13903], [6.43445, -1.71417, -1.21663], [-0.90005, -2.23747, -3.38613], [-1.73585, -0.56767, 2.51747], [1.86625, -2.07487, -3.01533], [3.31955, -2.04977, -2.89053], [7.75015, -2.32377, -3.15893], [-1.93275, 4.06093, -1.91013], [1.31645, -3.13207, -3.74583], [3.68225, 2.46813, 3.33887], [5.38975, -2.24897, -3.36523], [0.14655, 1.94533, 4.30667], [-6.80105, 0.50523, 2.41147], [6.34995, -1.43427, -0.17843], [-2.01595, 3.39943, 5.45767], [2.41055, -0.02077, -1.64233], [3.41805, 2.14373, 1.14197], [0.21495, 1.93323, 5.49197], [-1.79775, 4.90353, 1.44997], [-7.19465, 1.02593, 0.03077], [-2.94245, -1.56417, -0.95693], [8.72885, -2.51037, -3.58123], [6.71015, -2.77057, -4.98333], [-3.28715, 5.11253, 3.72797], [8.56115, -1.85297, -1.23693], [1.97775, -3.87387, -4.16453], [-1.44785, -5.65577, -0.90813], [4.72555, 2.66803, 3.48647], [-2.83445, -0.62487, -3.09043], [2.35395, -4.29977, 0.55337], [-5.41585, 2.01943, -1.32643], [-1.96385, -2.35117, -3.52343], [-4.59765, 0.96373, 3.42037], [-2.81325, 2.01483, 2.05587], [-2.05935, -2.20057, 3.97877], [-2.28725, -0.82677, 1.63377], [-0.82455, -1.51007, 0.02287], [-2.70965, 0.96183, -2.28123], [-2.85605, 6.22873, -2.36123], [2.72805, 2.54823, 5.35557], [-0.50735, -0.56177, 5.52127], [3.57225, -1.67727, -0.77953]]}


Record 5
{"formula": "H4O2", "method": "ωB97M-V/def2-TZVPD", "relative_energy_ev": 0.2077, "smiles": "O.O", "gap_ev": 11.703, "largest_force_ev_per_a": 4.95, "species": ["O", "O", "H", "H", "H", "H"], "coordinates": [[-1.70240, -0.10535, -0.28385], [1.25292, -0.10329, -0.26046], [-2.05947, 0.27195, 0.52229], [-0.80080, -0.37191, -0.08142], [1.97936, -0.49016, 0.33451], [1.33039, 0.79877, -0.23107]]}


Record 6
{"formula": "C4H16NO3", "method": "ωB97M-V/def2-TZVPD", "relative_energy_ev": 2.8496, "total_charge": 1, "gap_ev": 8.841, "largest_force_ev_per_a": 3.22, "species": ["O", "O", "O", "N", "C", "C", "C", "C", "H", "H", "H", "H", "H", "H", "H", "H", "H", "H", "H", "H", "H", "H", "H", "H"], "coordinates": [[2.54894, -0.24614, -0.88134], [1.14676, -2.39642, -1.57615], [1.55683, 2.34320, -0.66096], [-0.38141, 0.65715, 1.67972], [-2.01220, 0.27077, -0.34972], [-0.59897, 0.59289, 0.22912], [-1.21471, 0.23461, 2.56480], [-2.21062, -1.23357, -0.35690], [1.63152, -0.24122, -0.63076], [-2.09758, -0.22407, 2.15691], [-3.27455, -1.33506, -0.68651], [2.05261, -2.26470, -1.90250], [-2.04733, -1.78054, 0.59947], [0.05699, -0.09714, -0.29462], [-1.00755, 0.42367, 3.61662], [1.90640, 2.49966, 0.26852], [-2.79361, 0.74939, 0.19527], [-1.66836, -1.56409, -1.22539], [0.52773, 1.04321, 1.91041], [3.17956, -0.54535, -0.22483], [-0.39673, 1.63202, -0.08989], [2.31656, 2.04929, -1.19194], [1.24957, -2.38891, -0.62195], [-2.13074, 0.59562, -1.41226]]}